(1)
{
  "formula": "C5H13NO",
  "method": "ωB97M-V/def2-TZVPD",
  "energy_ha": -328.100762,
  "relative_energy_kcal_mol": 136.8,
  "charge": 0,
  "species": ["C", "N", "C", "C", "C", "O", "C", "H", "H", "H", "H", "H", "H", "H", "H", "H", "H", "H", "H", "H"],
  "positions_angstrom": [[-2.397, -0.125, -0.657], [-1.962, 0.909, 0.295], [-0.623, 0.730, 0.774], [0.335, 0.244, -0.147], [4.040, 0.542, 0.131], [1.050, -0.948, -0.201], [-2.597, -1.464, 0.021], [-3.319, 0.185, -1.160], [-1.704, -0.220, -1.501], [-2.039, 1.878, -0.004], [-0.358, 0.795, 1.823], [4.572, 0.332, -0.801], [0.322, 0.773, -1.104], [3.727, -0.379, 0.607], [4.696, 1.134, 0.771], [3.179, 1.176, -0.119], [1.210, -0.163, 0.641], [-3.167, -1.298, 0.942], [-3.245, -2.064, -0.620], [-1.718, -2.037, 0.308]]
}

(2)
{
  "formula": "C5H13NO",
  "method": "ωB97M-V/def2-TZVPD",
  "energy_ha": -328.256670,
  "relative_energy_kcal_mol": 39.0,
  "smiles": "C/C=C/CCN.O",
  "charge": 0,
  "species": ["C", "C", "C", "C", "C", "N", "H", "H", "H", "H", "H", "H", "H", "H", "H", "H", "H", "O", "H", "H"],
  "positions_angstrom": [[-2.339, -1.790, 1.605], [-0.930, -1.392, 1.211], [-0.174, -0.470, 1.793], [1.272, -0.213, 1.460], [1.455, 1.138, 0.766], [2.140, 1.052, -0.546], [-2.387, -1.981, 2.676], [-2.625, -2.709, 1.102], [-3.016, -0.981, 1.326], [-0.456, -2.052, 0.491], [-0.673, 0.295, 2.386], [1.813, -0.263, 2.404], [1.613, -1.045, 0.850], [2.075, 1.840, 1.322], [0.494, 1.624, 0.607], [2.695, 0.207, -0.575], [1.511, 1.041, -1.330], [-0.885, 2.113, -6.178], [-0.649, 2.431, -5.300], [-0.934, 1.154, -6.069]]
}

(3)
{
  "formula": "C5H13NO",
  "method": "ωB97M-V/def2-TZVPD",
  "energy_ha": -328.278512,
  "relative_energy_kcal_mol": 25.3,
  "smiles": "CC(C)=O.CNC",
  "charge": 0,
  "species": ["C", "C", "C", "O", "H", "H", "H", "H", "H", "H", "C", "N", "C", "H", "H", "H", "H", "H", "H", "H"],
  "positions_angstrom": [[-0.365, -4.446, -2.337], [-1.249, -3.318, -1.858], [-1.031, -1.975, -2.517], [-2.090, -3.481, -0.989], [-0.599, -5.376, -1.792], [0.697, -4.199, -2.170], [-0.521, -4.622, -3.415], [0.003, -1.629, -2.346], [-1.201, -2.050, -3.604], [-1.726, -1.226, -2.102], [1.356, -3.589, 1.968], [1.547, -2.338, 1.239], [0.731, -1.266, 1.801], [0.319, -3.929, 1.808], [1.531, -3.490, 3.052], [2.043, -4.353, 1.569], [2.537, -2.068, 1.297], [0.893, -1.118, 2.882], [0.958, -0.321, 1.278], [-0.331, -1.513, 1.634]]
}

(4)
{
  "formula": "C5H13NO",
  "method": "ωB97M-V/def2-TZVPD",
  "s_squared": 0.767,
  "energy_ha": -327.988107,
  "relative_energy_kcal_mol": 17.1,
  "multiplicity": 2,
  "charge": 1,
  "species": ["C", "C", "C", "N", "C", "C", "H", "H", "H", "H", "H", "H", "H", "H", "H", "H", "H", "H", "H", "O"],
  "positions_angstrom": [[-2.236, -0.864, 1.449], [-1.420, -0.570, 0.234], [-0.077, -0.233, 0.322], [0.580, 0.414, -0.635], [1.591, 1.430, -0.275], [0.957, 2.637, 0.409], [-3.219, -1.208, 1.161], [-1.726, -1.600, 2.075], [-2.364, 0.067, 2.009], [-1.842, -0.888, -0.722], [0.544, -0.468, 1.174], [-0.037, 0.679, -1.396], [2.064, 1.733, -1.193], [2.362, 0.889, 0.277], [0.784, 2.532, 1.469], [0.032, 2.866, -0.114], [1.626, 3.473, 0.231], [1.333, -3.425, -1.572], [0.135, -4.016, -2.464], [0.914, -3.448, -2.440]]
}

(5)
{
  "formula": "C5H13NO",
  "method": "ωB97M-V/def2-TZVPD",
  "s_squared": 0.761,
  "energy_ha": -327.921261,
  "relative_energy_kcal_mol": 59.0,
  "multiplicity": 2,
  "charge": 1,
  "species": ["C", "C", "C", "C", "C", "N", "H", "H", "H", "H", "H", "H", "H", "H", "H", "H", "H", "H", "H", "O"],
  "positions_angstrom": [[2.031, -1.485, 0.228], [0.525, -1.255, 0.098], [0.352, 0.034, -0.711], [-0.198, 0.027, -1.991], [0.867, 1.444, 1.241], [0.465, 1.352, -0.205], [2.652, -0.888, -0.463], [2.342, -1.188, 1.246], [2.269, -2.550, 0.204], [-0.235, -1.089, 0.871], [0.141, -2.060, -0.547], [-0.904, 0.839, -2.148], [0.004, -0.532, -2.912], [1.416, 0.524, 1.469], [0.045, 1.408, 1.957], [1.520, 2.309, 1.320], [1.269, 1.843, -0.631], [-2.644, -0.221, 0.950], [-4.019, -0.428, 1.398], [-3.542, -0.015, 0.665]]
}

(6)
{
  "formula": "C5H13NO",
  "method": "ωB97M-V/def2-TZVPD",
  "s_squared": 0.754,
  "energy_ha": -327.942453,
  "relative_energy_kcal_mol": 45.7,
  "multiplicity": 2,
  "charge": 1,
  "species": ["C", "N", "C", "C", "C", "C", "O", "H", "H", "H", "H", "H", "H", "H", "H", "H", "H", "H", "H", "H"],
  "positions_angstrom": [[0.635, -0.503, 1.967], [0.373, -0.676, 0.543], [1.581, -0.942, -0.220], [-0.142, 1.661, -0.080], [-0.620, 0.206, -0.069], [-1.176, -0.460, -1.347], [-2.494, -0.206, -1.709], [-0.329, -0.697, 2.499], [1.231, -1.376, 2.212], [1.021, 0.483, 2.263], [2.452, -0.285, -0.070], [1.234, -0.700, -1.230], [2.025, -1.933, -0.213], [0.808, 1.875, -0.639], [-0.995, 2.291, -0.401], [0.336, 1.968, 0.855], [-1.535, 0.206, 0.603], [-0.571, -0.071, -2.179], [-1.005, -1.533, -1.220], [-2.829, 0.692, -1.565]]
}